This record from OMol25 describes a molecular structure, C26H37As2ClN5PPtSe. The level of theory is ωB97M-V/def2-TZVPD.

The geometry in XYZ format:
```
74
Properties=species:S:1:pos:R:3:forces:R:3
Pt 0.031869 -0.085541 -0.511242 -0.0435 -0.0736 0.0384
C -1.044988 -2.043152 2.388955 0.0128 -0.0188 0.0035
As 0.193516 -2.001913 0.894295 -0.0241 0.0144 -0.0218
C 0.016361 -3.805372 0.246332 -0.0142 0.0123 -0.0128
C 1.891713 -1.882725 1.794473 0.0025 0.0287 -0.0091
C 2.583464 -3.020077 2.186461 0.0043 -0.0015 -0.0039
C 3.780093 -2.888212 2.878284 -0.0040 -0.0051 -0.0012
C 4.260162 -1.629007 3.203760 -0.0019 0.0078 -0.0028
C 3.560919 -0.492303 2.818927 -0.0110 -0.0127 0.0009
C 2.381892 -0.614540 2.095632 0.0097 -0.0171 -0.0020
As 1.441249 0.915133 1.368061 0.0682 -0.0005 -0.0145
C 2.875961 2.203610 1.110765 0.0201 -0.0203 0.0103
C 0.601837 1.707880 2.935167 -0.0115 0.0047 -0.0077
H -0.657364 -2.754856 3.117541 -0.0199 0.0067 0.0039
H -2.023308 -2.384813 2.053167 -0.0231 0.0074 -0.0185
H -1.126546 -1.065788 2.858888 0.0082 0.0257 -0.0031
H -0.138095 -4.462166 1.102227 -0.0043 0.0005 -0.0030
H 0.908970 -4.089532 -0.301860 0.0170 0.0049 -0.0049
H -0.838751 -3.850686 -0.424559 0.0030 -0.0128 0.0106
H 2.212348 -4.008048 1.943482 0.0049 -0.0027 -0.0004
H 4.339323 -3.770097 3.158989 -0.0001 -0.0044 0.0044
H 5.190281 -1.529758 3.746482 0.0057 0.0024 0.0018
H 3.959759 0.482276 3.070504 0.0079 0.0051 0.0020
H 3.346291 2.412271 2.070132 -0.0030 0.0071 0.0014
H 2.470458 3.135686 0.718808 0.0107 0.0040 0.0367
H 3.624595 1.806735 0.426917 -0.0115 0.0078 -0.0134
H 1.337407 1.818080 3.730923 0.0014 0.0004 -0.0015
H -0.210184 1.075640 3.290002 0.0004 -0.0045 -0.0041
H 0.209486 2.690466 2.672523 -0.0086 -0.0058 0.0060
Cl -1.174929 1.809697 -5.699135 0.0100 0.0073 0.0069
C -0.165817 2.021145 -4.323799 -0.0183 -0.0070 0.0060
C 0.865411 2.947182 -4.315040 -0.0064 0.0101 0.0078
C 1.626942 3.051987 -3.164936 0.0068 0.0045 0.0026
C 1.333079 2.253397 -2.074020 -0.0309 0.0350 0.0198
N 0.335880 1.362376 -2.088182 0.0328 0.0471 0.0373
C -0.386496 1.237123 -3.206920 0.0049 -0.0456 -0.0469
H 1.064779 3.557691 -5.184847 0.0050 -0.0040 -0.0114
H 2.452696 3.746719 -3.109149 0.0057 0.0044 -0.0017
H 1.915023 2.314365 -1.167634 -0.0397 -0.0122 -0.0667
H -1.139981 0.461696 -3.226918 -0.0026 0.0047 0.0098
Se 0.961095 -1.691823 -2.206936 -0.0071 0.0161 0.0366
C 2.731376 -2.050930 -1.560916 0.0112 -0.0431 0.0113
C 3.222575 -3.348917 -1.610982 -0.0012 0.0169 -0.0020
C 4.494712 -3.601401 -1.110760 -0.0004 -0.0041 -0.0086
N 5.274908 -2.669836 -0.573144 0.0174 -0.0102 0.0050
C 4.807886 -1.424636 -0.558031 -0.0262 0.0083 0.0194
C 3.559858 -1.066113 -1.041441 -0.0055 0.0326 0.0046
H 2.636253 -4.154952 -2.033438 -0.0089 -0.0089 -0.0033
H 4.898346 -4.607170 -1.139288 -0.0003 -0.0093 0.0029
H 5.466968 -0.672792 -0.135632 0.0074 0.0052 -0.0033
H 3.235787 -0.032557 -1.011163 -0.0022 -0.0081 -0.0125
C -4.919710 1.639485 -1.607212 -0.0199 0.0049 -0.0251
N -4.075926 2.574001 -0.716920 0.0016 0.0008 0.0030
C -4.589031 2.442686 0.726485 -0.0132 0.0102 0.0303
N -4.550504 1.090161 1.146936 -0.0214 -0.0065 0.0014
C -5.362933 0.256098 0.261962 -0.0158 0.0041 0.0098
N -4.883693 0.311289 -1.116583 -0.0074 -0.0175 0.0034
C -3.575553 -0.327125 -1.278611 0.0221 -0.0403 -0.0018
P -2.243840 0.487553 -0.278290 -0.0053 0.0530 0.0037
C -2.616525 2.237584 -0.799272 0.0281 -0.0112 -0.0226
C -3.192765 0.569843 1.317039 0.0278 0.0055 -0.0077
H -4.514845 1.710808 -2.616438 -0.0002 0.0056 0.0046
H -5.933805 2.038708 -1.581877 0.0062 0.0037 0.0023
H -4.218292 3.536263 -1.029225 0.0036 -0.0004 -0.0013
H -5.612103 2.819156 0.721169 0.0070 0.0013 -0.0080
H -3.960457 3.079757 1.348052 -0.0016 0.0002 -0.0076
H -6.394450 0.609018 0.294472 0.0017 -0.0035 -0.0029
H -5.338967 -0.773994 0.612162 0.0024 0.0018 -0.0013
H -3.299916 -0.335545 -2.335484 0.0225 0.0144 0.0037
H -3.647182 -1.372512 -0.970666 -0.0015 -0.0004 -0.0075
H -2.289328 2.405163 -1.826066 -0.0072 -0.0034 0.0099
H -2.070213 2.926039 -0.152000 -0.0028 0.0059 -0.0089
H -2.647512 1.192364 2.030687 0.0150 0.0037 -0.0015
H -3.257519 -0.428243 1.747955 0.0102 -0.0314 0.0147
```
Forces are in eV/Å.

## Properties
**Relative energy (zero: lowest compared OMol25 entry of this formula, charge and spin)**: 23.3 kcal per mole
**Strongest force on any atom**: 0.09 eV Å⁻¹
**HOMO energy**: -12.551 eV
**Charge**: +2
**Spin multiplicity**: 1